(1)
{"formula": "C33H34F19N2O10P", "method": "wB97M-V/def2-TZVPD", "symbols": ["N", "P", "O", "C", "C", "C", "C", "O", "C", "C", "F", "F", "C", "F", "F", "C", "F", "F", "C", "F", "F", "C", "C", "C", "C", "C", "F", "F", "C", "F", "F", "F", "C", "C", "C", "F", "C", "C", "C", "O", "N", "C", "C", "C", "C", "F", "F", "C", "F", "F", "F", "C", "O", "H", "H", "H", "H", "H", "H", "H", "H", "H", "H", "H", "H", "H", "H", "H", "H", "H", "H", "H", "H", "H", "H", "H", "H", "H", "H", "O", "C", "O", "C", "C", "O", "H", "H", "H", "H", "O", "C", "O", "C", "C", "O", "H", "H", "H", "H"], "coordinates": [[-1.50423, 2.21991, 1.85412], [-0.00333, 1.22569, 1.59710], [-0.15054, -0.15043, 2.66086], [-0.10718, 0.70033, -0.23603], [0.66880, 1.49180, -1.48865], [1.63378, 2.79203, -1.22715], [0.96397, 3.98562, -0.32500], [1.57455, 4.08787, 1.01004], [2.94909, 4.60971, 0.96029], [3.59194, 4.72980, 2.49637], [2.60602, 5.47269, 3.36715], [4.87122, 5.52356, 2.50151], [3.82637, 3.27876, 3.22285], [4.46814, 3.51119, 4.57080], [2.47167, 2.71215, 3.51278], [4.82594, 2.25357, 2.42269], [5.65104, 1.56767, 3.48634], [5.78909, 2.90894, 1.50580], [3.93565, 1.07172, 1.69696], [3.72380, -0.07934, 2.62217], [4.64857, 0.50774, 0.49555], [0.50872, 0.93878, -3.05922], [1.28316, 1.65908, -4.34426], [2.84812, 1.07289, -4.27491], [3.97633, 2.26358, -4.28629], [5.38168, 1.89134, -3.52247], [5.24333, 0.96478, -2.37486], [6.33613, 1.25140, -4.48376], [6.09592, 3.27211, -2.90604], [5.84141, 4.43437, -3.78912], [7.58556, 3.05913, -2.83274], [5.55514, 3.44310, -1.51190], [-0.40812, -0.40552, -3.44669], [-0.58662, -0.99511, -4.96743], [-1.79999, -0.31287, -5.83716], [-1.24362, 0.23010, -7.11549], [-1.13506, -1.15660, -2.18445], [-0.99851, -0.61358, -0.64379], [-1.88710, -1.67334, 0.23621], [-2.58288, -1.48911, 1.36197], [-1.74258, -2.94138, -0.63108], [-2.45381, -4.17955, -0.13266], [-1.68268, -4.66800, 1.23008], [-0.34070, -5.57655, 0.98233], [0.85539, -4.83348, 0.14037], [0.56778, -4.88343, -1.33320], [1.08705, -3.43926, 0.63386], [2.32388, -5.61366, 0.31864], [3.03968, -5.21512, 1.56177], [2.20882, -7.09085, 0.23813], [3.19400, -5.17386, -0.81827], [-2.06916, -2.49868, -2.07308], [-2.88388, -3.10437, -2.95516], [-2.25039, 1.62561, 2.28903], [-1.85277, 2.57463, 0.91287], [-0.90712, 0.00771, 3.30309], [2.60809, 2.38076, -0.68261], [2.03516, 3.30673, -2.22080], [1.02466, 5.06227, -0.81544], [-0.18706, 3.73885, -0.16923], [2.94844, 5.67949, 0.43543], [3.70867, 3.95488, 0.35545], [2.88114, 1.43927, 1.32249], [1.22738, 2.81760, -4.18567], [0.78701, 1.40106, -5.37454], [2.94115, 0.35952, -3.32234], [2.97083, 0.39316, -5.22446], [3.52545, 3.29221, -3.88501], [4.25956, 2.43953, -5.43085], [0.43325, -0.76706, -5.53765], [-0.65406, -2.18483, -4.90295], [-2.67021, -1.06883, -6.05819], [-2.18513, 0.60948, -5.22590], [-2.39701, -5.05651, -0.93373], [-3.58158, -3.98408, 0.11226], [-1.38436, -3.80269, 1.96762], [-2.44825, -5.35220, 1.82694], [0.10898, -5.80417, 2.06430], [-0.61141, -6.65088, 0.53966], [-2.11802, -1.78085, 4.69805], [-2.98991, -0.97542, 4.97873], [-3.21322, 0.18805, 4.30053], [-4.43270, 0.71856, 4.78464], [-4.55673, 0.10955, 6.14358], [-3.86897, -1.12012, 6.01312], [-4.39350, 1.81074, 4.81978], [-5.24229, 0.41270, 4.11375], [-4.06542, 0.70934, 6.91699], [-5.59839, -0.05719, 6.43135], [-6.98598, -1.43494, 3.82216], [-6.91986, -1.66580, 2.62633], [-6.21335, -0.91344, 1.73288], [-6.20266, -1.62810, 0.51137], [-7.41060, -2.50179, 0.61405], [-7.54401, -2.71021, 2.00720], [-6.25541, -0.94288, -0.33912], [-5.27381, -2.20447, 0.44719], [-8.31536, -2.00975, 0.24175], [-7.28201, -3.45287, 0.09006]], "homo_ev": -8.649, "homo_lumo_gap_ha": 0.263, "smiles": "NP(O)c1c(CCOCC(F)(F)C(F)(F)C(F)(F)C(F)F)c(CCCC(F)(F)C(F)(F)F)c(CCF)c2c1C(=O)N(CCCC(F)(F)C(F)(F)F)C2=O.O=C1OCCO1.O=C1OCCO1", "total_energy_ha": -4377.822035, "molar_mass_da": 1010.57}

***

(2)
{"formula": "C3H4ClNOS", "method": "wB97M-V/def2-TZVPD", "symbols": ["C", "C", "C", "N", "O", "S", "Cl", "H", "H", "H", "H"], "coordinates": [[0.49926, -2.13502, 0.17340], [-0.13046, 0.12366, -0.29741], [0.87587, -0.83294, 0.36982], [0.09028, -3.21757, 0.09466], [3.46923, -1.21548, 0.26038], [2.50202, -0.50348, -0.51193], [2.66964, 1.47690, 0.18514], [0.06203, -0.21285, -1.32550], [-1.14250, -0.29238, -0.08036], [0.22319, 1.16352, -0.01750], [1.14744, -0.59920, 1.38346]], "homo_ev": -10.485, "homo_lumo_gap_ha": 0.364, "e_above_lowest_kj_mol": 139.3, "total_energy_ha": -1105.031003, "molar_mass_da": 137.59}

***

(3)
{"formula": "C22H25AsBF4GeTeY", "method": "wB97M-V/def2-TZVPD", "symbols": ["Y", "C", "As", "C", "C", "H", "H", "H", "H", "H", "H", "H", "H", "H", "F", "B", "F", "F", "F", "Te", "C", "Ge", "C", "C", "C", "C", "C", "C", "C", "C", "C", "C", "C", "C", "C", "C", "C", "C", "C", "C", "H", "H", "H", "H", "H", "H", "H", "H", "H", "H", "H", "H", "H", "H", "H", "H"], "coordinates": [[-1.26467, 2.88870, -0.74962], [-1.10392, -0.40675, -4.30366], [-0.73628, 1.35993, -3.54684], [-1.49245, 2.43865, -4.97797], [1.14456, 1.51216, -4.09731], [-0.75448, -0.41869, -5.33810], [-2.17734, -0.59038, -4.27404], [-0.60370, -1.18404, -3.73030], [-1.09741, 2.09442, -5.93765], [-1.24487, 3.48111, -4.78779], [-2.57773, 2.36674, -4.94122], [1.24731, 1.24783, -5.15172], [1.76824, 0.85893, -3.48856], [1.45071, 2.54354, -3.93220], [2.47873, 3.83355, 0.19353], [1.42303, 4.29533, -0.54352], [0.97382, 3.25861, -1.47966], [0.24882, 4.46560, 0.27740], [1.71017, 5.44302, -1.23863], [-3.51622, 4.17051, -2.04284], [-1.50800, 1.33889, 0.86132], [-0.44199, -0.08654, 1.41154], [1.48183, 0.11056, 1.92150], [2.44121, 0.37961, 0.94541], [3.77272, 0.60521, 1.26496], [4.18376, 0.56862, 2.59081], [3.24680, 0.31276, 3.58323], [1.91735, 0.08911, 3.24716], [-1.20205, -1.09803, 2.96956], [-2.46959, -0.72738, 3.41586], [-3.08720, -1.39111, 4.46948], [-2.44934, -2.45202, 5.09737], [-1.18916, -2.84377, 4.66073], [-0.58018, -2.16908, 3.60995], [-0.33164, -1.50188, 0.00764], [0.70804, -2.42865, -0.09405], [0.65662, -3.48067, -0.99859], [-0.45493, -3.63814, -1.81906], [-1.49740, -2.72667, -1.73240], [-1.42950, -1.66390, -0.83643], [-1.94881, 1.82953, 1.74823], [2.14089, 0.42791, -0.09813], [4.48654, 0.82943, 0.48061], [5.22137, 0.75142, 2.84695], [3.55235, 0.29194, 4.62437], [1.20625, -0.10749, 4.04319], [-2.96758, 0.09279, 2.90734], [-4.07314, -1.08001, 4.79868], [-2.92938, -2.97321, 5.91846], [-0.68103, -3.67496, 5.13863], [0.40610, -2.48908, 3.28501], [1.57877, -2.32468, 0.54641], [1.48034, -4.18437, -1.06135], [-0.50514, -4.46307, -2.52141], [-2.36849, -2.83585, -2.36992], [-2.24268, -0.94602, -0.77238]], "homo_ev": -0.280, "charge": -2, "homo_lumo_gap_ha": 0.178, "e_above_lowest_kj_mol": 0.0, "total_energy_ha": -5896.957124, "molar_mass_da": 740.28}

***

(4)
{"formula": "C9H11N", "method": "wB97M-V/def2-TZVPD", "symbols": ["C", "C", "C", "C", "C", "C", "C", "C", "C", "N", "H", "H", "H", "H", "H", "H", "H", "H", "H", "H", "H"], "coordinates": [[0.99167, -1.96121, -0.22302], [-1.12577, -0.82229, -0.50752], [2.57720, 0.11486, -0.70818], [1.61070, -0.80054, -0.09886], [-0.59263, 0.39671, -0.46479], [-0.44194, -2.11433, 0.01647], [0.78777, 0.48571, 0.12212], [-1.25082, 1.56298, -1.04509], [0.80786, 0.97629, 1.50618], [1.88574, 1.21542, -0.64703], [1.51238, -2.85309, -0.64411], [-2.06410, -0.95742, -0.95380], [3.43888, -0.11830, -1.35938], [-0.80744, -3.03476, -0.74462], [-0.67000, -2.50359, 1.05044], [-1.21496, 2.32627, -0.37785], [-2.28117, 1.23756, -1.13184], [-1.20914, 1.82334, -2.11394], [0.57274, 2.02335, 1.43274], [1.73165, 0.64967, 2.02100], [-0.00246, 0.54783, 2.04980]], "homo_ev": -9.110, "homo_lumo_gap_ha": 0.363, "e_above_lowest_kj_mol": 242.7, "total_energy_ha": -404.157627, "molar_mass_da": 133.19}

***

(5)
{"formula": "C4H13N2O2", "method": "wB97M-V/def2-TZVPD", "symbols": ["N", "C", "C", "N", "C", "C", "O", "H", "H", "H", "H", "H", "H", "H", "H", "H", "H", "H", "H", "H", "O"], "coordinates": [[-0.77641, -1.68578, -0.21080], [-0.22790, -1.06218, 1.05728], [0.22847, 0.34389, 0.65046], [1.62700, 0.29383, 0.14297], [1.97102, 1.57552, -0.46038], [1.18409, 1.75957, -1.73147], [-0.00278, 1.95378, -1.92270], [-1.26626, -2.55703, -0.16923], [0.03783, -1.83579, -0.75803], [-1.46400, -1.06770, -0.66305], [-1.00402, -1.27244, 1.89802], [0.57662, -1.59973, 1.47981], [0.02793, 1.04991, 1.29206], [-0.33411, 0.96307, -0.26250], [2.34264, 0.06479, 0.89058], [1.88490, 2.47820, 0.30631], [3.05671, 1.28459, -0.74407], [1.89380, 1.66047, -2.59580], [-3.52586, -1.47759, 0.49136], [-3.34595, 0.01765, 0.52673], [-2.88373, -0.88701, 0.78245]], "homo_ev": -12.833, "charge": 1, "homo_lumo_gap_ha": 0.350, "e_above_lowest_kj_mol": 444.1, "total_energy_ha": -419.856263, "molar_mass_da": 121.16}

***

(6)
{"formula": "C11H13IN2O5Zn", "method": "wB97M-V/def2-TZVPD", "symbols": ["Zn", "O", "C", "C", "N", "C", "C", "O", "O", "C", "C", "O", "O", "H", "H", "H", "H", "H", "H", "H", "H", "H", "I", "C", "C", "C", "C", "C", "N", "H", "H", "H", "H"], "coordinates": [[-0.05959, -0.16244, -0.22537], [0.98227, -0.60413, 1.74140], [2.35597, -0.11532, 1.53384], [2.43838, 1.10977, 0.67133], [1.89275, 0.87010, -0.68825], [2.62873, -0.12317, -1.48366], [2.09206, -1.56205, -1.26509], [2.80426, -2.50516, -1.57218], [0.92012, -1.71038, -0.71338], [1.37117, 2.03722, -1.39953], [0.03235, 2.56724, -0.73527], [-0.15559, 3.79990, -0.67850], [-0.74322, 1.65955, -0.35148], [0.99812, -1.54386, 1.64342], [2.75007, 0.08553, 2.50118], [2.84389, -0.92437, 0.96515], [1.92549, 1.97894, 1.08003], [3.51043, 1.37830, 0.70349], [2.46563, 0.10421, -2.52265], [3.74270, -0.14969, -1.29023], [2.04127, 2.92604, -1.50461], [1.18814, 1.67811, -2.38625], [-2.17042, -0.37687, -2.59272], [-2.87883, -0.80369, -0.66863], [-4.23721, -0.90062, -0.41421], [-4.59840, -1.14076, 0.90116], [-3.65219, -1.18867, 1.90114], [-2.30691, -1.01024, 1.58321], [-2.00717, -0.72296, 0.31952], [-4.90673, -1.02105, -1.27533], [-5.69565, -1.16352, 1.00615], [-3.98489, -1.40976, 2.88549], [-1.58701, -1.05620, 2.33086]], "homo_ev": -8.895, "homo_lumo_gap_ha": 0.318, "total_energy_ha": -2989.758692, "molar_mass_da": 445.53}